Entry 1:
{"formula": "C3H34O14S", "method": "the ωB97M-V functional and the def2-TZVPD basis", "energy_ev": -43159.268, "charge": 0, "homo_lumo_gap_ev": 8.921, "elements": ["C", "O", "C", "C", "S", "H", "H", "H", "H", "H", "H", "H", "H", "H", "H", "O", "H", "H", "O", "H", "H", "O", "H", "H", "O", "H", "H", "O", "H", "H", "O", "H", "H", "O", "H", "H", "O", "H", "H", "O", "H", "H", "O", "H", "H", "O", "H", "H", "O", "H", "H", "O"], "xyz": [[-1.025, -1.299, -1.132], [-0.774, -0.985, 0.254], [0.118, -2.141, -1.650], [0.498, -1.989, -3.136], [1.357, -0.287, -3.385], [-1.962, -1.914, -0.900], [-1.154, -0.373, -1.768], [-0.441, -0.186, 0.503], [0.970, -1.865, -1.062], [-0.026, -3.284, -1.297], [-0.443, -1.870, -3.779], [1.168, -2.732, -3.562], [0.527, 0.275, -4.300], [0.324, -0.357, 4.578], [0.758, -1.032, 3.299], [0.991, -0.660, 4.055], [2.601, 0.479, 1.398], [3.727, -0.315, 2.220], [2.810, -0.199, 1.912], [0.551, 1.346, 1.684], [0.055, 2.321, 0.540], [0.331, 1.439, 0.777], [-0.785, 3.901, -0.895], [-2.205, 3.775, 0.030], [-1.525, 3.374, -0.305], [-3.571, -0.312, 2.097], [-3.958, -0.691, 0.628], [-3.601, -0.979, 1.432], [2.102, -2.241, 2.124], [0.891, -2.123, 1.187], [1.756, -2.520, 1.317], [3.256, 0.212, -1.127], [2.127, 1.278, -0.468], [3.073, 1.218, -0.818], [1.194, 1.566, 3.896], [1.983, 2.708, 3.282], [1.091, 2.165, 3.199], [-1.727, -0.727, 2.015], [-2.068, -2.051, 2.793], [-1.556, -1.256, 2.797], [3.765, -2.114, -0.486], [2.529, -1.510, 0.131], [3.026, -1.487, -0.664], [-0.246, 3.356, -2.789], [1.048, 3.556, -1.855], [0.268, 3.940, -2.172], [-2.815, 0.042, -2.754], [-3.597, -0.849, -1.691], [-3.319, -0.780, -2.630], [-2.286, 2.111, -0.991], [-2.953, 0.674, -1.033], [-2.861, 1.390, -1.501]], "forces_ev_per_angstrom": [[-0.9, 0.0, 1.2], [-1.2, -3.9, -0.5], [0.2, -2.8, 0.3], [-1.7, 1.8, -0.7], [-0.5, -0.7, 0.1], [1.1, 0.9, -1.6], [0.0, -1.1, 0.9], [1.8, 4.1, -0.1], [0.4, 0.2, 0.0], [0.1, 2.3, -1.2], [1.3, -0.6, 0.8], [-0.2, 0.0, 0.3], [0.1, -0.4, 0.3], [-3.4, 0.6, 1.6], [-2.5, -2.3, -4.9], [5.6, 1.7, 3.7], [-0.2, 4.8, -3.5], [-0.7, 1.0, -0.8], [1.4, -5.3, 4.5], [0.4, 0.8, 1.7], [-0.5, 0.4, 0.5], [0.1, -1.2, -2.3], [-2.5, -1.1, 1.3], [-5.7, 4.4, 2.8], [8.2, -3.1, -4.2], [-0.4, 1.0, 0.4], [-1.0, 1.1, -1.3], [0.3, -1.9, 0.6], [0.7, 0.9, 2.1], [-0.5, 0.2, 0.2], [-1.0, -1.8, -1.9], [-1.1, 2.9, 1.4], [1.7, -0.6, -0.9], [-0.9, -1.9, -0.2], [0.2, -2.0, 1.6], [-2.8, -1.6, -0.5], [2.8, 3.6, -0.9], [-0.1, -0.9, -0.4], [-0.5, -0.4, -0.6], [1.5, 1.0, 1.8], [-0.9, 0.7, -0.3], [-0.8, -0.2, 1.7], [2.5, -0.6, -2.2], [1.3, 0.4, 0.9], [1.9, -1.5, 0.2], [-3.0, 1.0, -1.0], [-0.6, -0.3, 0.4], [0.4, 0.2, -1.4], [-0.8, -0.8, -0.2], [-1.3, -1.9, -1.1], [-0.4, -5.7, 4.5], [2.1, 8.6, -2.9]]}

Entry 2:
{"formula": "C3H34O15S", "method": "the ωB97M-V functional and the def2-TZVPD basis", "energy_ev": -45207.845, "charge": 0, "homo_lumo_gap_ev": 9.389, "e_above_lowest_kcal_mol": 43.74, "elements": ["O", "C", "C", "C", "S", "H", "H", "H", "H", "H", "H", "H", "H", "O", "H", "H", "O", "H", "H", "O", "H", "H", "O", "H", "H", "O", "H", "H", "O", "H", "H", "O", "H", "H", "O", "H", "H", "O", "H", "H", "O", "H", "H", "O", "H", "H", "O", "H", "H", "O", "H", "H", "O"], "xyz": [[-3.056, 0.064, -0.437], [-2.501, -0.677, -1.217], [-1.699, -0.012, -2.395], [-2.226, -0.485, -3.720], [-0.669, -1.099, -4.617], [-2.142, -1.739, -1.092], [-0.666, -0.202, -2.306], [-1.649, 1.088, -2.327], [-2.859, -1.403, -3.719], [-2.712, 0.167, -4.396], [-0.252, -1.578, -3.432], [0.369, 3.079, -3.272], [1.357, 2.221, -4.030], [1.133, 2.469, -3.085], [3.058, 3.357, -2.682], [3.652, 2.090, -2.299], [3.682, 3.016, -2.029], [-3.620, -2.744, 0.639], [-2.036, -2.940, 1.525], [-2.644, -3.231, 0.755], [-0.267, 2.408, 1.421], [3.881, 1.599, 1.008], [-0.599, 1.874, 2.178], [1.395, 3.486, -0.202], [-0.483, 1.045, 1.723], [1.324, 3.953, 0.674], [-4.155, -0.669, 0.413], [-5.106, -1.285, 1.365], [-5.110, -1.050, 0.488], [2.946, -1.498, -1.215], [2.600, -0.799, 0.021], [2.641, -0.715, -0.909], [3.567, 2.949, 0.241], [1.748, 3.419, 1.303], [3.766, 2.535, 1.125], [-3.090, -1.275, 4.250], [-2.359, -0.696, 3.198], [-2.407, -1.530, 3.602], [-3.611, 0.827, 1.834], [-2.391, 1.407, 2.446], [-3.054, 0.758, 2.669], [2.909, -1.489, 1.958], [3.798, -0.212, 2.185], [3.436, -0.826, 1.491], [2.434, -2.899, 3.336], [1.030, -2.299, 3.554], [1.884, -2.213, 3.152], [4.514, -0.052, -2.931], [3.245, 0.346, -2.022], [3.792, 0.601, -2.917], [-1.060, -3.783, 2.818], [-1.151, -2.319, 3.023], [-0.587, -3.037, 2.855]], "forces_ev_per_angstrom": [[0.0, -0.8, 0.0], [3.6, 1.9, -1.2], [-2.5, 1.1, 0.9], [1.5, -2.7, -1.2], [-0.7, 0.1, 0.2], [-1.5, 0.3, 0.4], [1.1, -0.9, 0.5], [-0.8, -0.3, 0.2], [0.3, 0.7, 0.6], [-0.4, 1.2, -0.2], [0.4, -0.3, -0.6], [1.0, -0.7, 0.6], [-0.1, 0.0, 1.6], [-1.2, 0.7, -2.3], [-0.1, 0.4, 0.3], [0.8, -0.3, 0.0], [-0.3, 0.8, 0.2], [4.0, -1.5, 1.2], [-2.2, 0.0, -1.9], [-2.0, 1.6, 0.3], [-0.2, 0.7, 1.0], [0.0, -0.5, -0.6], [0.4, 0.6, -1.4], [0.2, 0.7, 1.3], [0.0, -1.2, 0.3], [-1.6, 0.5, -2.8], [-2.1, -0.6, -0.4], [-0.7, -1.1, 3.4], [2.1, 1.1, -2.6], [1.5, -3.8, -1.6], [0.3, 0.3, 2.0], [-2.0, 3.6, -1.0], [0.6, -0.9, 0.8], [1.4, -1.3, 1.3], [-0.5, 1.2, -0.5], [0.4, -0.8, 0.0], [0.2, 2.3, -1.7], [-1.3, -1.2, 1.9], [0.6, -0.4, 1.6], [1.1, 0.8, 0.3], [-1.9, 0.2, -2.0], [-0.4, 0.2, 0.6], [-0.7, -1.1, -0.9], [1.2, 1.1, 1.0], [1.9, -3.3, 1.2], [-0.7, -0.7, 0.1], [-0.7, 3.6, -1.2], [-0.4, 0.6, 0.0], [1.6, 0.2, -2.6], [-1.4, -1.6, 2.3], [-2.8, -4.4, 0.1], [-1.6, 1.3, 1.0], [4.7, 2.3, -0.9]]}

Entry 3:
{"formula": "C3H35N2O12S2", "method": "the ωB97M-V functional and the def2-TZVPD basis", "energy_ev": -52892.362, "charge": 1, "homo_lumo_gap_ev": 8.755, "elements": ["S", "S", "C", "C", "C", "N", "N", "H", "H", "H", "H", "H", "H", "H", "H", "H", "H", "H", "H", "H", "O", "H", "H", "O", "H", "H", "O", "H", "H", "O", "H", "H", "O", "H", "H", "O", "H", "H", "O", "H", "H", "O", "H", "H", "O", "H", "H", "O", "H", "H", "O", "H", "H", "O"], "xyz": [[2.811, 2.924, -2.090], [0.745, 3.115, -2.125], [0.141, 2.493, -0.471], [0.448, 1.038, -0.087], [-0.661, 0.258, 0.728], [-2.041, 0.045, 0.261], [1.741, 1.023, 0.706], [3.354, 3.527, -1.050], [-0.960, 2.519, -0.534], [0.349, 3.182, 0.349], [0.550, 0.491, -1.035], [-0.734, 0.747, 1.712], [-0.324, -0.773, 0.928], [-1.895, -0.569, -0.540], [-2.497, 0.924, 0.032], [2.162, 0.111, 0.981], [1.603, 1.408, 1.677], [2.589, 1.393, 0.269], [4.510, 0.528, 2.006], [4.384, -1.055, 1.444], [4.025, -0.173, 1.517], [-1.109, -1.277, -2.783], [-2.532, -1.772, -2.757], [-1.766, -1.636, -2.194], [-0.956, 1.419, -2.861], [-0.201, 0.542, -4.087], [-0.849, 1.176, -3.775], [-1.880, 3.386, 1.080], [-3.272, 3.182, 1.504], [-2.655, 2.835, 0.849], [-0.100, -1.658, 4.441], [-0.718, -1.382, 3.014], [0.097, -1.406, 3.516], [0.918, 0.207, 3.372], [-0.044, 1.331, 3.257], [0.895, 1.184, 3.343], [1.696, -0.611, -3.651], [1.605, -0.547, -2.089], [1.444, -0.056, -2.916], [2.086, -2.519, 2.040], [1.064, -1.335, 1.856], [1.922, -1.710, 1.544], [-1.608, -2.811, 0.840], [-0.299, -3.377, 1.315], [-0.653, -2.593, 0.887], [-3.037, 1.063, -2.614], [-3.719, 1.849, -1.737], [-3.113, 1.100, -1.632], [0.966, -1.957, -1.422], [2.034, -1.730, -0.321], [1.890, -2.059, -1.215], [-3.269, -3.467, -0.142], [-2.657, -4.500, -1.085], [-2.479, -4.026, -0.256]], "forces_ev_per_angstrom": [[-0.1, -1.4, -0.9], [0.3, 0.6, 1.8], [-0.9, -0.5, -0.2], [-0.3, -0.2, -0.6], [-0.3, 0.4, 1.5], [2.4, -0.2, 0.6], [0.5, -0.9, 0.8], [-0.4, 1.0, 0.7], [0.3, 0.1, -0.6], [0.5, 0.1, -0.1], [0.4, 0.2, 0.5], [0.0, 0.0, -0.4], [0.3, 0.8, -0.3], [-1.0, 0.5, -0.2], [0.4, -0.8, 0.1], [-0.6, -0.3, -0.4], [-0.2, 0.2, -0.6], [-0.6, 0.7, -0.5], [0.3, -1.6, -0.4], [0.8, 0.2, 0.5], [-0.5, 1.8, 0.0], [0.4, 0.4, -0.4], [-0.2, 0.0, 0.0], [-0.1, -0.4, 0.2], [1.0, -0.8, 0.3], [0.3, 0.3, 1.4], [-2.1, 0.4, -2.0], [-0.4, -0.4, -0.5], [-0.5, -0.3, -0.1], [0.7, 1.1, 0.8], [0.0, 0.2, -0.7], [-0.6, -0.3, -0.1], [0.2, -0.2, 1.1], [0.0, 0.2, 0.4], [-0.4, 0.4, 0.2], [0.7, -0.1, -0.1], [0.5, -0.5, 0.0], [0.8, -0.3, -0.9], [-0.5, 0.6, 0.1], [-0.2, 0.2, 0.1], [1.0, -1.2, -0.1], [-0.5, 0.4, 0.0], [0.9, 0.2, -0.4], [0.2, -0.2, -0.2], [-0.7, -0.3, 0.8], [0.8, -1.1, 0.5], [-0.3, 0.3, 1.3], [-1.2, 1.4, -3.3], [-0.8, -0.6, 0.4], [-0.3, -0.4, 0.5], [0.7, 0.2, -0.5], [0.2, -0.4, -0.1], [0.2, 0.2, 0.4], [-1.2, -0.1, -0.4]]}

Entry 4:
{"formula": "C3H35NO13S2", "method": "the ωB97M-V functional and the def2-TZVPD basis", "energy_ev": -53457.305, "charge": 0, "homo_lumo_gap_ev": 8.648, "e_above_lowest_kcal_mol": 40.22, "elements": ["S", "S", "C", "C", "N", "C", "H", "H", "H", "H", "H", "H", "H", "H", "H", "H", "H", "O", "H", "H", "O", "H", "H", "O", "H", "H", "O", "H", "H", "O", "H", "H", "O", "H", "H", "O", "H", "H", "O", "H", "H", "O", "H", "H", "O", "H", "H", "O", "H", "H", "O", "H", "H", "O"], "xyz": [[-1.695, -2.562, -3.034], [0.118, -1.975, -3.679], [0.630, -0.437, -2.794], [-0.227, 0.474, -1.846], [0.328, 0.396, -0.516], [-0.571, 0.905, 0.515], [-2.634, -1.790, -3.679], [1.468, -0.714, -2.168], [1.091, 0.132, -3.614], [-1.252, 0.142, -1.945], [-0.004, 1.467, -2.270], [1.274, 0.200, -0.254], [-1.542, 0.445, 0.279], [-0.693, 1.997, 0.427], [-0.348, 0.488, 1.490], [2.314, -3.937, -1.748], [3.600, -3.133, -1.236], [3.120, -3.491, -2.009], [-4.444, -1.352, 0.071], [-4.457, 0.001, 0.871], [-4.452, -0.961, 0.948], [0.686, -1.126, 4.585], [-0.610, -0.582, 4.002], [-0.070, -0.571, 4.802], [-3.670, 2.510, -0.927], [-2.593, 1.655, -0.535], [-3.564, 1.662, -0.463], [-0.017, 3.919, 1.979], [-1.460, 4.134, 1.840], [-0.624, 4.488, 1.486], [-0.655, 3.980, -1.924], [-0.557, 4.297, -0.382], [-0.893, 3.665, -1.048], [3.741, -0.536, -3.473], [3.998, -1.676, -2.395], [4.309, -0.838, -2.765], [-1.411, -3.263, 0.838], [-1.376, -1.960, 1.705], [-0.839, -2.562, 1.158], [-2.802, -0.590, 1.889], [-2.518, -1.223, 3.309], [-2.187, -0.608, 2.645], [3.204, -2.028, 0.933], [4.603, -1.592, 0.344], [3.909, -2.262, 0.303], [-2.303, 1.807, 2.724], [-2.986, 2.419, 1.444], [-2.772, 2.572, 2.371], [1.190, -0.939, 1.022], [1.115, -2.155, 1.900], [1.669, -1.379, 1.740], [4.636, 0.278, -1.578], [4.502, 1.571, -0.682], [4.722, 0.637, -0.655]], "forces_ev_per_angstrom": [[-0.9, 0.1, 0.5], [-0.1, 0.6, 0.0], [0.8, 0.2, 0.2], [2.8, -0.7, -1.6], [-1.9, -0.2, 1.2], [-0.1, -0.4, -1.2], [0.7, -0.2, 0.0], [0.3, -0.5, 0.0], [-0.4, 0.1, 0.1], [-0.5, 0.3, 0.5], [-1.0, 0.0, 0.1], [0.3, 0.4, -0.9], [0.0, 0.0, 0.2], [0.2, -0.3, 0.6], [0.4, 0.5, 0.3], [0.0, 0.2, 0.4], [-0.8, -0.5, 0.5], [0.7, 0.3, -0.8], [0.0, 0.3, -0.2], [-0.3, 0.0, -0.6], [0.3, 0.0, 0.7], [0.0, 0.1, 0.0], [0.2, 0.2, 0.0], [-0.1, -0.1, -0.1], [-0.7, -0.1, 0.1], [-0.1, -0.5, 0.2], [0.8, 0.9, -0.4], [0.3, 0.3, -0.2], [-0.2, 0.2, -0.2], [-0.1, -0.4, 0.7], [0.1, 0.1, 0.1], [-0.2, -0.3, -0.1], [-0.1, 0.1, -0.2], [-0.3, -0.5, -0.1], [-0.5, 0.0, -0.5], [0.6, 0.3, -0.1], [-0.1, 0.0, 0.0], [0.1, -0.2, -0.2], [0.1, 0.0, 0.1], [-0.4, -0.4, 0.4], [-0.5, 0.1, -0.1], [0.5, 0.1, 0.1], [0.1, 0.3, -0.1], [-0.3, 0.2, 0.1], [0.4, -0.3, -0.1], [-0.1, -0.2, -0.3], [-0.1, -0.4, 0.0], [0.1, 0.6, 0.3], [-0.1, -0.3, 0.1], [-0.1, 0.0, -0.1], [0.0, -0.1, 0.1], [0.0, 0.2, 0.8], [0.1, 0.0, 0.0], [0.0, -0.1, -0.3]]}